Computed, not measured: C47H60BrN5O5PRbS as an isolated structure, with ωB97M-V/def2-TZVPD.

Each line ends with the Löwdin charge.
CARTESIAN COORDINATES (ANGSTROEM)
Rb -0.509 2.238 -2.969  0.820
C -1.118 -3.388 4.640  -0.070
C 0.372 -3.301 4.363  -0.553
C 1.106 -2.873 5.627  -0.053
C 0.856 -4.740 3.947  -0.048
C 0.798 -2.350 3.272  -0.206
C -0.093 -1.513 2.664  0.029
C 0.312 -0.524 1.703  -0.189
N -0.485 0.275 0.983  0.174
C -1.626 0.802 1.342  -0.185
C -2.082 0.871 2.729  0.030
C -3.198 1.590 3.020  -0.178
C -4.041 2.047 1.923  0.025
C -3.746 1.963 0.596  -0.093
C -2.446 1.372 0.253  -0.330
O -2.021 1.359 -0.882  -0.094
C -4.623 2.453 -0.534  -0.524
C -5.973 2.878 -0.022  -0.079
C -3.994 3.646 -1.268  -0.042
C -4.842 1.338 -1.597  -0.034
C -3.772 1.743 4.435  -0.540
C -2.769 1.323 5.561  -0.066
C -5.018 0.854 4.495  -0.050
C -4.092 3.214 4.807  -0.052
C 1.682 -0.508 1.236  -0.283
O 2.152 0.326 0.412  -0.063
C 2.602 -1.464 1.891  -0.090
C 2.152 -2.290 2.858  -0.003
C 4.042 -1.578 1.427  -0.502
C 4.879 -2.696 2.162  -0.068
C 4.753 -0.227 1.648  -0.042
C 4.045 -1.956 -0.078  -0.051
H -1.335 -4.182 5.333  0.067
H -1.649 -3.647 3.713  0.093
H -1.559 -2.465 5.090  0.088
H 0.989 -3.607 6.424  0.080
H 0.710 -1.917 5.969  0.088
H 2.155 -2.752 5.466  0.064
H 0.520 -5.462 4.709  0.073
H 1.902 -4.893 3.813  0.053
H 0.409 -5.085 2.981  0.100
H -1.148 -1.419 2.960  0.101
H -1.384 0.627 3.559  0.115
H -4.960 2.576 2.168  0.095
H -5.944 3.777 0.646  0.096
H -6.515 2.110 0.497  0.077
H -6.619 3.193 -0.808  0.073
H -3.847 4.472 -0.584  0.075
H -4.656 3.959 -2.119  0.068
H -3.038 3.371 -1.684  0.043
H -5.227 0.444 -1.104  0.086
H -3.912 1.160 -2.131  0.065
H -5.617 1.709 -2.286  0.049
H -2.480 0.259 5.525  0.072
H -3.253 1.509 6.553  0.089
H -1.904 1.947 5.436  0.072
H -4.731 -0.220 4.592  0.097
H -5.704 1.085 3.673  0.078
H -5.561 1.080 5.438  0.081
H -3.239 3.845 4.732  0.070
H -4.488 3.292 5.821  0.078
H -4.807 3.620 4.121  0.065
H 2.841 -2.925 3.435  0.100
H 5.124 -2.475 3.174  0.056
H 5.838 -2.780 1.581  0.088
H 4.428 -3.699 2.088  0.078
H 4.933 -0.072 2.715  0.077
H 4.117 0.601 1.297  0.075
H 5.701 -0.206 1.080  0.086
H 3.573 -2.914 -0.254  0.078
H 5.061 -2.060 -0.430  0.073
H 3.714 -1.148 -0.719  0.071
Br -0.852 -6.372 -5.181  0.689
C 0.674 -5.393 -5.731  -0.722
C 1.919 -5.822 -5.344  -0.134
C 3.043 -5.158 -5.862  -0.073
C 2.965 -4.038 -6.622  -0.347
C 1.654 -3.569 -6.889  -0.021
C 0.528 -4.237 -6.462  -0.131
N 4.133 -3.523 -7.212  0.020
N 4.294 -2.246 -7.328  0.031
C 3.625 -1.297 -6.556  -0.268
C 3.617 -0.075 -7.211  -0.064
C 2.919 1.002 -6.740  -0.045
C 2.127 0.956 -5.574  -0.393
O 1.515 1.969 -5.174  -0.092
C 2.271 -0.287 -4.776  -0.131
N 1.651 -0.278 -3.565  0.106
C 1.785 -1.298 -2.737  -0.136
C 2.608 -2.370 -3.064  -0.035
C 3.318 -2.346 -4.290  -0.010
C 3.071 -1.349 -5.188  -0.123
H 2.029 -6.648 -4.685  0.083
H 4.043 -5.573 -5.627  0.119
H 1.569 -2.664 -7.487  0.121
H -0.450 -3.808 -6.733  0.114
H 4.203 -0.021 -8.179  0.125
H 2.963 1.943 -7.242  0.094
H 1.204 -1.228 -1.830  0.110
H 2.767 -3.172 -2.320  0.098
H 4.026 -3.157 -4.470  0.111
O 2.934 2.133 -1.775  -0.089
H 2.430 1.828 -2.537  -0.027
H 2.649 1.551 -1.026  0.007
S -5.900 3.339 -4.676  0.342
C -4.312 2.906 -4.514  -1.045
N -3.180 2.624 -4.398  -0.042
C -1.346 4.569 1.273  -0.154
P 0.281 4.572 0.529  0.521
C 1.134 6.038 1.273  -0.175
C 1.117 3.163 1.179  -0.176
O 0.257 4.611 -0.963  -0.401
H -1.192 4.106 2.270  0.060
H -1.917 3.807 0.752  0.029
H -1.754 5.551 1.330  0.046
H 0.999 6.098 2.388  0.060
H 0.639 6.910 0.914  0.022
H 2.184 6.039 1.013  0.041
H 1.185 3.167 2.300  0.083
H 2.137 3.211 0.862  0.045
H 0.690 2.245 0.772  0.036

## Properties
M   1003.4 g/mol
Charge   -2
HOMO (spin up / spin down)   -2.5 / -2.5 eV
Relative energy (zero: lowest compared OMol25 entry of this formula, charge and spin)   1.201 eV
DFT total energy   -158226.2187 eV
Multiplicity   1